1.
ORCA calculation (ωB97M-V with the def2-TZVPD basis set) on a molecular structure, C29H23CrN3O6S3 at a distorted geometry.

```
! RIJCOSX wB97M-V def2-TZVPD def2/J DEFGRID3
* xyz -1 4
Cr -0.7707 -0.3331 0.8818
C 0.1502 3.9320 2.2534
O 1.1465 2.9169 2.6462
C 0.7926 1.7686 2.0989
N -0.2861 1.7150 1.4653
C -0.8492 3.1090 1.4811
C -1.1812 3.5332 0.0376
C -0.7467 4.7019 -0.5654
C -1.2308 4.9746 -1.8068
C -2.0946 4.0910 -2.5114
C -2.4626 2.8907 -1.9186
C -2.0422 2.6060 -0.6439
C 1.6328 0.5722 2.3629
C 2.8651 0.4856 2.9602
C 3.5340 -0.7545 2.9971
C 2.9040 -1.8768 2.4763
C 1.6294 -1.6979 1.9030
N 1.0256 -0.5211 1.8922
C 0.6945 -2.7128 1.3008
N -0.3843 -2.2610 0.8130
C -1.1824 -3.4585 0.3445
C -0.3679 -4.5820 0.9521
O 0.9583 -4.0068 1.3090
C -1.4886 -3.5261 -1.1168
C -0.5899 -4.1500 -2.0008
C -0.9395 -4.2849 -3.3463
C -2.1553 -3.8335 -3.8232
C -3.0154 -3.1428 -2.9301
C -2.6896 -3.0622 -1.5934
H 0.6756 4.7532 1.7641
H -0.2336 4.2907 3.2111
H -1.7683 2.8987 2.0198
H -0.0645 5.4684 -0.1898
H -0.9304 5.8606 -2.3390
H -2.2927 4.3690 -3.5283
H -3.0987 2.1725 -2.4377
H -2.4847 1.8193 -0.0808
H 3.4219 1.3793 3.2953
H 4.5291 -0.7962 3.2815
H 3.4175 -2.8149 2.3387
H -2.1630 -3.4028 0.8449
H -0.2336 -5.3602 0.2297
H -0.7450 -4.9441 1.8849
H 0.3347 -4.5297 -1.6636
H -0.1674 -4.7964 -3.9336
H -2.4569 -3.9175 -4.8785
H -3.9594 -2.7501 -3.2685
H -3.3630 -2.6059 -0.8401
S 2.8671 -1.9449 -0.5215
C 2.8696 -0.2809 -0.7587
C 4.0328 0.5293 -0.4808
C 4.0943 1.8919 -0.8475
C 2.9918 2.5243 -1.4409
C 1.8086 1.7964 -1.4834
C 1.6949 0.4456 -1.1869
S 0.1067 -0.2783 -1.2768
H 4.8920 -0.0097 -0.0547
H 4.9951 2.4092 -0.6368
H 3.0875 3.5543 -1.7994
H 0.9181 2.2508 -1.9676
O -3.8560 -1.9217 1.8652
S -3.2212 -0.6191 1.8023
O -4.0165 0.5075 2.1843
O -2.6565 -0.4282 0.4043
O -1.8818 -0.6131 2.5700
*
```

The value obtained for the lowest unoccupied orbital energy (spin up / spin down) is 0.0830 / 0.0760 Ha. The calculation puts the HOMO-LUMO gap (spin up / spin down) at 5.92 / 5.67 eV. Its largest force on an atom is 2.8 eV Å⁻¹. For the energy above the lowest of the compared OMol25 structures with the same formula, charge and spin, the calculation gives 0.00 kcal per mole. For the total energy, the calculation gives -108133.1989 eV. As for the expectation value of S²: 3.79.

Atomic partial charges in e from the Mulliken method, atoms 1 to 4: atom 1 (Cr): -0.171, atom 2 (C): -0.328, atom 3 (O): -0.521, atom 4 (C): 0.183



2.
ORCA calculation (ωB97M-V with the def2-TZVPD basis set) on a gas-phase ion, C5H14N2 (charge +1) at a distorted geometry.

```
! RIJCOSX wB97M-V def2-TZVPD def2/J DEFGRID3
* xyz 1 2
N -0.3367 1.9632 1.9809
C -0.5486 0.5779 2.4591
C 0.1794 -0.4566 1.6442
N -0.3922 -0.5775 0.3145
C 0.3582 -0.9195 -0.8294
C 0.1161 -0.0245 -2.0601
C 0.7684 -0.6470 -3.2864
H 0.1571 2.0117 1.0975
H -1.2222 2.4364 1.8091
H -1.6094 0.3411 2.5033
H -0.2149 0.5631 3.4990
H 0.0212 -1.4361 2.0941
H 1.2472 -0.2875 1.5378
H -1.2320 -0.0306 0.1065
H 1.4197 -1.0172 -0.5823
H 0.1790 -1.9540 -1.1676
H -0.9444 0.1818 -2.2065
H 0.6129 0.9163 -1.8696
H 1.1508 0.1654 -3.9084
H 1.6484 -1.2202 -3.0091
H 0.0885 -1.2769 -3.8585
*
```

The value obtained for the lowest unoccupied orbital energy (spin up / spin down) is -0.1067 / -0.2791 Ha. The calculation puts the HOMO-LUMO gap (spin up / spin down) at 10.69 / 5.97 eV. Its largest force on an atom is 1.3 eV Å⁻¹. For the energy above the lowest of the compared OMol25 structures with the same formula, charge and spin, the calculation gives 17.34 kcal per mole. For the total energy, the calculation gives -8383.6581 eV. As for the expectation value of S²: 0.75.

Atomic partial charges in e from the Mulliken method, atoms 1 to 4: atom 1 (N): -0.534, atom 2 (C): -0.697, atom 3 (C): -0.454, atom 4 (N): 0.139



3.
ORCA calculation (ωB97M-V with the def2-TZVPD basis set) on 2 unconnected molecules or ions with the total composition CH6NO at a distorted geometry.

```
! RIJCOSX wB97M-V def2-TZVPD def2/J DEFGRID3
* xyz -1 1
O 0.8743 -2.8453 0.5459
H 1.4611 -2.1432 0.8249
C -0.2719 1.3155 -0.2466
N -1.0005 0.0149 -0.1290
H -0.3501 2.1716 0.4027
H -0.1854 1.5198 -1.3172
H 0.7951 0.9736 -0.1981
H -0.5055 -0.6779 -0.6910
H -0.8171 -0.3291 0.8084
*
```

The value obtained for the lowest unoccupied orbital energy is 0.1483 Ha. The calculation puts the HOMO-LUMO gap at 6.27 eV. Its largest force on an atom is 4.6 eV Å⁻¹. For the energy above the lowest of the compared OMol25 structures with the same formula, charge and spin, the calculation gives 20.36 kcal per mole. For the total energy, the calculation gives -4670.4845 eV.

Atomic partial charges in e from the Mulliken method, atoms 1 to 4: atom 1 (O): -1.111, atom 2 (H): 0.124, atom 3 (C): -0.834, atom 4 (N): -0.659



4.
ORCA calculation (ωB97M-V with the def2-TZVPD basis set) on C21H33N3O2 in the gas phase.

```
! RIJCOSX wB97M-V def2-TZVPD def2/J DEFGRID3
* xyz 0 1
C 0.9785 -4.3615 2.0689
H 1.4940 -5.1799 2.5671
H 0.0390 -4.1795 2.5864
H 1.5908 -3.4653 2.1402
C 0.7226 -4.7072 0.5997
C 0.0925 -3.5298 -0.1004
C 0.8116 -2.8020 -1.0387
C 0.2740 -1.6924 -1.6603
C -1.0151 -1.2612 -1.3492
C -1.7497 -2.0061 -0.4269
C -1.2034 -3.1173 0.1842
H -1.7979 -3.6593 0.9047
H -2.7596 -1.7008 -0.1856
N -1.5882 -0.1648 -1.9835
H -2.5470 -0.0062 -1.6989
C -0.8572 1.0709 -2.1592
H 0.2085 0.8327 -2.1545
C -1.1309 2.0412 -0.9971
N -0.3036 3.2238 -1.1226
C -0.0460 4.0930 -0.1186
O 0.7089 5.0376 -0.2739
C -0.7549 3.8683 1.2059
C 0.1362 3.1568 2.2339
N 0.4462 1.7894 1.8334
C 0.3051 0.8280 2.9155
C 0.5551 -0.5800 2.3739
O 1.8408 -0.6916 1.8124
C 1.9965 0.2400 0.7673
C 1.7768 1.6712 1.2558
H 1.8636 2.3665 0.4194
H 2.5544 1.9181 2.0004
H 3.0140 0.1142 0.3936
H 1.2803 0.0093 -0.0342
H 0.5062 -1.3127 3.1810
H -0.2033 -0.8231 1.6149
H -0.7110 0.8863 3.3120
H 1.0200 1.0284 3.7327
H 1.0517 3.7458 2.3758
H -0.3997 3.1377 3.1871
H -0.9811 4.8608 1.6006
H -1.6851 3.3191 1.0792
C 0.1995 3.5212 -2.4516
C -0.8835 3.2244 -3.4824
C -1.2277 1.7284 -3.4960
H -2.2953 1.5900 -3.6745
H -0.6955 1.2169 -4.2982
H -0.5453 3.5455 -4.4672
H -1.7668 3.8130 -3.2283
H 0.4758 4.5782 -2.4590
H 1.1017 2.9351 -2.6630
H -2.1984 2.3120 -1.0114
H -0.9004 1.5417 -0.0510
H 0.8559 -1.1669 -2.4031
H 1.8171 -3.1075 -1.2908
C -0.1322 -5.9691 0.4755
H -1.0808 -5.8507 0.9930
H -0.3364 -6.1874 -0.5706
H 0.3886 -6.8191 0.9114
H 1.6899 -4.9041 0.1244
*
```

The value obtained for the lowest unoccupied orbital energy is 0.0272 Ha. The calculation puts the HOMO-LUMO gap at 8.58 eV. Its largest force on an atom is 0.5 eV Å⁻¹. For the energy above the lowest of the compared OMol25 structures with the same formula, charge and spin, the calculation gives 32.65 kcal per mole. For the total energy, the calculation gives -30878.4100 eV.

Atomic partial charges in e from the Mulliken method, atoms 1 to 4: atom 1 (C): -1.271, atom 2 (H): 0.501, atom 3 (H): 0.264, atom 4 (H): 0.180



Which of these has the highest largest force on an atom? CH6NO